A molecular structure, C2H6INO at a distorted geometry. Source: the OMol25 dataset; level of theory: ωB97M-V/def2-TZVPD.

Summary:
- Frontier orbital gap: 8.94 eV
- Maximum force: 4.96 eV/Å
- Energy above the lowest of the compared OMol25 structures with the same formula, charge and spin: 282.4 kJ/mol

Each line ends with the Mulliken charge.
Geometry (Å):
C -1.369 -1.139 0.264  -0.531
C 1.138 0.942 0.066  -0.714
N -0.060 0.210 -1.264  -0.435
O -0.424 -1.071 -0.838  -0.137
I 3.002 -0.037 0.017  0.082
H -0.963 -1.888 1.046  0.229
H -2.323 -1.713 -0.141  0.228
H -1.610 -0.198 0.827  0.284
H 1.117 1.999 0.013  0.426
H 0.596 0.828 0.923  0.297
H 0.524 0.092 -2.059  0.271

Atomic forces in eV per Å
C -0.9 -2.1 0.2
C -1.2 -1.8 -4.1
N 0.2 2.4 4.3
O 0.3 -0.1 0.5
I -0.4 0.3 0.1
H -0.2 1.3 -1.3
H 1.7 1.7 0.7
H 0.3 -0.6 -1.1
H 0.7 1.1 -1.2
H -1.2 -1.5 2.3
H 0.9 -0.7 -0.6

---

A molecular structure, C9H9O6V at a distorted geometry. Source: the OMol25 dataset; level of theory: ωB97M-V/def2-TZVPD.

Summary:
- Frontier orbital gap (spin up / spin down): 6.16 / 6.42 eV
- Total charge: +1
- Maximum force: 9.43 eV/Å
- 2S+1: 4
- <S²>: 3.7810
- Energy above the lowest of the compared OMol25 structures with the same formula, charge and spin: 130.8 kJ/mol

Each line ends with the Mulliken charge.
Geometry (Å):
O 4.170 1.147 -2.841  -0.223
C 3.325 0.599 -2.229  0.515
V 2.189 -0.545 -1.154  -0.213
C 0.522 -1.311 -1.566  0.405
O -0.513 -1.778 -1.859  -0.201
C 2.277 -0.177 0.693  0.581
O 2.273 -0.066 1.853  -0.226
C 1.727 1.571 -0.952  -0.122
O 0.760 1.975 -1.601  -0.358
C 3.433 -1.943 -1.385  0.501
O 4.192 -2.778 -1.699  -0.187
H 2.118 2.277 -0.168  0.462
C -2.634 -0.607 1.595  -0.605
C -2.911 0.743 0.899  -0.578
C -1.655 0.979 0.058  -0.427
O -0.599 0.130 0.529  -0.157
C -1.115 -0.800 1.491  -0.440
H -2.992 -0.627 2.626  0.331
H -3.150 -1.407 1.056  0.273
H -3.007 1.535 1.654  0.280
H -3.816 0.734 0.281  0.298
H -1.818 0.745 -1.002  0.275
H -1.305 2.015 0.109  0.281
H -0.620 -0.596 2.454  0.277
H -0.851 -1.815 1.160  0.257

Atomic forces in eV per Å
O -4.2 -2.1 2.8
C 6.1 2.9 -3.9
V -0.2 3.5 -1.0
C -8.3 -4.3 -1.2
O 4.7 2.2 1.0
C -0.4 0.0 7.3
O 0.2 -0.1 -4.5
C -2.6 2.7 -0.2
O 2.5 -2.0 0.9
C 4.9 -5.9 -2.2
O -3.1 3.5 1.6
H 0.2 -0.5 -0.4
C -0.2 -0.1 -0.5
C 0.4 0.0 0.5
C -0.1 0.5 -0.7
O -0.2 0.0 0.2
C 0.1 -0.2 0.6
H 0.1 0.0 -0.1
H 0.1 0.0 0.1
H 0.0 -0.2 -0.3
H 0.2 0.0 0.2
H -0.1 0.0 0.1
H -0.1 -0.2 0.0
H -0.1 -0.1 -0.3
H -0.1 0.2 0.2

---

A molecular structure, C42H56BaClN6O2S2. Source: the OMol25 dataset; level of theory: ωB97M-V/def2-TZVPD.

Summary:
- Frontier orbital gap: 7.05 eV
- Total charge: +1
- Maximum force: 0.91 eV/Å
- Energy above the lowest of the compared OMol25 structures with the same formula, charge and spin: 47.9 kJ/mol

Each line ends with the Mulliken charge.
Geometry (Å):
Ba 1.183 -0.443 -1.671  1.218
C -0.303 -3.225 -1.194  0.882
C -1.043 -2.206 -0.557  1.391
C -1.518 -1.310 -1.546  0.779
C -1.067 -1.802 -2.806  -1.440
C -0.331 -2.978 -2.591  1.365
C 0.129 -3.888 -3.700  -2.095
C -1.405 -1.213 -4.148  -1.407
C -2.596 -0.277 -1.348  -1.318
C -1.429 -2.220 0.897  -1.188
C 0.215 -4.456 -0.500  -2.072
H 0.675 -4.757 -3.330  0.481
H 0.776 -3.378 -4.421  0.296
H -0.724 -4.279 -4.260  0.413
H -2.409 -1.496 -4.479  0.279
H -0.708 -1.553 -4.917  0.459
H -1.370 -0.118 -4.150  0.169
H -3.442 -0.714 -0.805  0.396
H -2.991 0.054 -2.310  0.626
H -2.296 0.618 -0.790  -0.083
H -2.467 -1.900 1.039  0.283
H -0.805 -1.594 1.546  0.057
H -1.343 -3.228 1.306  0.439
H 0.550 -5.210 -1.212  0.400
H -0.568 -4.926 0.099  0.579
H 1.052 -4.251 0.175  0.197
O 2.535 0.011 0.733  -0.162
C 3.051 -0.995 1.622  -0.413
C 4.565 -1.052 1.551  -0.862
C 5.069 -1.241 0.111  -0.816
C 4.648 -2.570 -0.464  0.274
C 5.497 -3.665 -0.341  -0.579
C 5.113 -4.895 -0.850  -0.823
C 3.879 -4.991 -1.471  -1.012
C 3.092 -3.857 -1.542  -0.838
N 3.446 -2.665 -1.055  1.196
H 2.901 0.863 0.998  0.150
H 2.606 -1.933 1.291  0.129
H 2.708 -0.796 2.639  0.384
H 4.920 -1.867 2.185  0.437
H 4.979 -0.129 1.968  0.342
H 6.156 -1.166 0.092  0.622
H 4.678 -0.440 -0.519  0.013
H 6.456 -3.541 0.145  0.527
H 5.765 -5.754 -0.764  0.454
H 3.522 -5.921 -1.892  0.543
H 2.124 -3.887 -2.021  0.286
C 4.708 -2.160 -4.015  -0.732
C 4.250 -0.808 -4.451  0.451
N 3.136 -0.221 -4.109  0.221
C 2.996 0.987 -4.768  -0.262
C 4.046 1.335 -5.559  -0.656
S 5.221 0.100 -5.544  -0.205
C 1.770 1.798 -4.679  -0.028
C 1.408 2.688 -5.641  -0.617
S -0.032 3.481 -5.192  -0.214
C -0.090 2.561 -3.745  0.071
N 0.904 1.722 -3.604  0.380
C -1.230 2.734 -2.799  -0.514
H 3.853 -2.773 -3.745  -0.097
H 5.374 -2.092 -3.153  0.238
H 5.251 -2.651 -4.821  0.517
H 4.170 2.235 -6.137  0.460
H 1.900 2.885 -6.579  0.479
H -1.765 3.660 -3.004  0.596
H -0.876 2.751 -1.773  -0.128
H -1.934 1.906 -2.899  0.180
C -4.061 1.769 1.707  -1.795
C -3.653 3.236 1.892  2.183
C -4.927 4.041 2.179  -1.992
C -3.087 3.734 0.548  -1.897
C -2.629 3.462 3.062  1.680
O -2.093 4.782 2.977  -0.684
C -3.229 3.358 4.490  -1.851
C -3.893 2.077 5.032  -1.422
C -2.975 0.883 5.136  -0.093
C -1.821 0.947 5.915  0.082
C -0.883 -0.072 5.897  -0.895
C -1.106 -1.183 5.098  0.352
Cl 0.095 -2.436 5.012  -0.210
C -2.278 -1.310 4.372  -0.844
C -3.205 -0.276 4.401  0.198
C -1.383 2.562 3.043  -1.977
N -0.603 2.489 1.819  1.408
C -0.486 1.416 1.034  -0.613
N 0.349 1.663 0.043  0.801
C 0.720 2.954 0.284  -0.807
N 0.172 3.483 1.353  -1.071
H -4.643 1.679 0.787  0.562
H -4.685 1.404 2.519  0.334
H -3.206 1.099 1.608  0.194
H -5.623 3.922 1.348  0.535
H -4.728 5.112 2.274  0.418
H -5.436 3.703 3.083  0.343
H -3.909 3.831 -0.164  0.506
H -2.378 3.028 0.116  0.182
H -2.594 4.699 0.646  0.415
H -2.800 5.418 3.138  0.596
H -3.953 4.171 4.584  0.500
H -2.411 3.632 5.161  0.607
H -4.776 1.815 4.449  0.409
H -4.261 2.324 6.031  0.527
H -1.634 1.822 6.527  0.450
H 0.020 -0.007 6.489  0.472
H -2.457 -2.199 3.784  0.493
H -4.112 -0.371 3.818  0.478
H -1.658 1.537 3.269  0.277
H -0.718 2.914 3.831  0.534
H -1.005 0.489 1.219  -0.026
H 1.410 3.505 -0.336  0.539

Atomic forces in eV per Å
Ba 0.6 -0.7 -0.1
C 0.1 0.0 0.0
C 0.1 0.1 0.1
C -0.3 -0.4 -0.2
C -0.5 0.5 0.1
C 0.2 -0.1 0.0
C 0.1 0.1 0.0
C 0.0 0.0 0.0
C 0.0 0.0 0.0
C 0.0 0.0 0.0
C -0.1 0.0 0.0
H 0.0 0.0 0.0
H 0.0 0.0 0.0
H 0.0 0.0 0.0
H 0.0 0.0 0.0
H 0.0 0.0 0.0
H 0.0 0.0 0.0
H 0.0 0.0 0.0
H 0.0 0.0 0.0
H 0.0 0.0 -0.1
H 0.0 0.0 0.0
H 0.0 0.0 0.0
H 0.0 0.0 0.0
H 0.0 0.0 0.0
H 0.0 0.0 0.0
H 0.0 0.0 0.0
O 0.1 -0.1 0.2
C 0.0 0.0 0.0
C 0.0 0.0 -0.1
C -0.1 -0.1 0.0
C 0.1 0.0 0.1
C 0.0 -0.1 0.0
C 0.0 0.1 0.0
C 0.0 0.0 0.0
C 0.0 0.1 -0.1
N 0.2 0.2 0.1
H -0.1 0.0 0.0
H 0.0 0.0 0.0
H 0.0 0.0 0.0
H 0.0 0.0 0.0
H 0.0 0.0 0.0
H 0.0 0.0 0.0
H 0.0 0.0 0.0
H 0.0 0.0 0.0
H 0.0 0.0 0.0
H 0.0 0.0 0.0
H 0.0 0.0 0.0
C 0.0 0.0 0.0
C 0.2 0.0 -0.1
N -0.3 0.0 0.0
C 0.1 0.1 0.0
C 0.0 -0.1 0.0
S -0.1 0.0 0.0
C 0.0 0.0 0.0
C -0.1 0.0 0.0
S 0.1 -0.1 0.1
C -0.1 0.1 -0.1
N 0.1 0.0 0.0
C 0.0 0.0 0.0
H 0.0 0.0 0.0
H 0.0 0.0 0.0
H 0.0 0.0 0.0
H 0.0 0.0 0.0
H 0.0 0.0 0.0
H 0.0 0.0 0.0
H 0.0 0.0 0.0
H 0.0 0.0 0.0
C 0.0 0.0 0.0
C 0.0 0.0 0.0
C 0.0 0.0 0.0
C 0.0 0.0 0.1
C 0.0 0.0 0.0
O 0.0 0.0 0.0
C 0.0 0.0 0.0
C 0.0 0.0 0.0
C 0.0 0.0 -0.1
C 0.0 0.0 0.0
C 0.0 0.0 0.0
C 0.0 0.0 0.0
Cl 0.0 0.0 0.0
C 0.0 0.0 0.0
C 0.0 0.0 0.0
C -0.1 0.0 0.1
N -0.1 -0.1 -0.1
C 0.0 0.0 0.1
N -0.1 0.3 -0.2
C 0.0 0.0 0.1
N 0.0 0.1 0.0
H 0.0 0.0 0.0
H 0.0 0.0 0.0
H 0.0 0.0 0.0
H 0.0 0.0 0.0
H 0.0 0.0 0.0
H 0.0 0.0 0.0
H 0.0 0.0 0.0
H 0.0 0.0 0.0
H 0.0 0.0 0.0
H 0.0 0.0 0.0
H 0.0 0.0 0.0
H 0.0 0.0 0.0
H 0.0 0.0 0.0
H 0.0 0.0 0.0
H 0.0 0.0 0.0
H 0.0 0.0 0.0
H 0.0 0.0 0.0
H 0.0 0.0 0.0
H 0.0 0.0 0.0
H 0.0 0.0 0.0
H 0.0 0.0 0.0
H 0.0 0.0 0.0

---

A molecular structure, C27H49FeN6O at a distorted geometry. Source: the OMol25 dataset; level of theory: ωB97M-V/def2-TZVPD.

Summary:
- Frontier orbital gap (spin up / spin down): 7.38 / 4.66 eV
- Total charge: +2
- Maximum force: 4.94 eV/Å
- 2S+1: 6
- <S²>: 8.7618
- Energy above the lowest of the compared OMol25 structures with the same formula, charge and spin: 479.6 kJ/mol

Each line ends with the Mulliken charge.
Geometry (Å):
Fe 2.964 -2.736 0.363  1.018
C -0.515 -0.025 -0.241  -1.033
C 0.690 -0.782 -0.951  0.535
C 1.486 0.103 -1.911  -1.208
O 1.430 -1.604 -0.036  -0.155
H -1.055 0.741 -0.797  0.045
H -0.145 0.441 0.673  0.384
H -1.302 -0.696 0.102  0.500
H 0.131 -1.460 -1.597  0.195
H 0.926 0.783 -2.553  0.374
H 2.175 -0.468 -2.533  0.183
H 2.096 0.844 -1.393  0.317
C -4.027 -0.565 -5.760  -1.156
C -3.478 0.105 -4.521  -0.460
C -2.003 0.511 -4.629  -0.348
C -1.155 -0.696 -4.798  0.430
N -0.480 -1.627 -4.899  -0.536
H -3.376 -0.358 -6.609  0.317
H -5.033 -0.225 -6.008  0.354
H -4.031 -1.653 -5.702  0.309
H -3.571 -0.485 -3.609  0.247
H -4.027 0.887 -3.997  0.473
H -1.668 1.128 -3.795  0.042
H -1.884 1.167 -5.492  0.347
C 2.592 5.276 -1.961  -0.921
C 2.139 5.549 -0.449  -0.582
C 1.386 4.334 0.072  -0.218
C 0.210 3.957 -0.693  0.153
N -0.730 3.667 -1.217  -0.400
H 3.293 4.442 -1.985  0.102
H 3.115 6.180 -2.273  0.351
H 1.826 5.092 -2.714  0.361
H 1.735 6.555 -0.343  0.374
H 3.034 5.571 0.173  0.318
H 1.087 4.625 1.079  0.335
H 1.973 3.417 0.012  0.171
C 4.745 1.739 -3.118  -1.047
C 5.782 0.586 -3.571  -0.710
C 5.238 -0.910 -3.465  -0.377
C 4.714 -1.314 -2.156  0.335
N 4.261 -1.672 -1.153  -0.300
H 3.820 1.698 -3.694  0.331
H 5.083 2.771 -3.218  0.462
H 4.413 1.670 -2.082  0.283
H 6.763 0.653 -3.101  0.369
H 5.957 0.843 -4.616  0.348
H 6.093 -1.534 -3.727  0.354
H 4.452 -1.047 -4.209  0.344
C -5.047 0.221 1.096  -1.330
C -3.791 1.053 1.484  0.364
C -3.436 2.214 0.620  0.731
C -4.430 2.624 -0.355  -0.035
N -5.258 2.976 -1.027  -0.416
H -5.107 -0.777 1.530  0.385
H -4.992 0.001 0.029  0.323
H -5.979 0.732 1.338  0.360
H -2.842 0.547 1.304  -0.327
H -3.689 1.342 2.530  0.370
H -2.551 1.921 0.055  -0.706
H -3.216 3.097 1.219  0.340
C -0.499 -0.512 4.065  -0.669
C 0.223 -0.329 5.415  -0.462
C -0.557 -0.154 6.693  -0.522
C -1.303 -1.358 7.039  0.204
N -1.824 -2.311 7.366  -0.396
H -1.293 0.208 3.864  0.375
H -1.184 -1.353 4.167  0.141
H 0.181 -0.726 3.240  0.179
H 0.905 0.521 5.405  0.325
H 0.779 -1.255 5.553  0.191
H -1.147 0.762 6.676  0.346
H 0.116 0.029 7.531  0.295
C -0.401 -6.742 3.126  -1.245
C -0.363 -5.673 4.195  -0.763
C -0.043 -4.228 3.827  0.179
C 0.890 -4.008 2.716  0.544
N 1.664 -3.864 1.807  -0.464
H -1.289 -6.686 2.497  0.317
H -0.538 -7.726 3.574  0.384
H 0.485 -6.747 2.491  0.339
H 0.300 -6.148 4.917  0.324
H -1.313 -5.654 4.730  0.380
H 0.394 -3.788 4.724  0.123
H -0.972 -3.683 3.660  0.210

Atomic forces in eV per Å
Fe -0.8 0.5 -0.2
C 0.3 -0.7 1.1
C -0.3 1.5 0.7
C 1.1 0.3 0.3
O -1.3 1.1 -1.7
H 0.7 -0.1 -0.7
H 0.2 0.2 0.0
H 0.2 -0.4 -0.1
H -0.1 -1.2 -0.2
H -0.8 -0.7 0.0
H -0.2 -0.1 -0.1
H 0.2 -0.2 0.6
C -0.1 0.0 -0.3
C 0.2 0.0 2.1
C -0.2 -0.2 -0.5
C 0.3 0.4 0.1
N -0.3 0.5 0.3
H -0.1 0.3 -0.1
H 0.1 -0.1 0.0
H -0.1 0.0 0.3
H 0.4 -1.3 -0.2
H -0.3 1.0 -1.4
H 0.1 -0.3 0.3
H 0.2 -0.2 -0.2
C 0.3 1.0 1.3
C 1.4 -1.0 -2.2
C -0.6 0.8 0.1
C 3.0 1.7 2.3
N -3.8 -1.6 -2.4
H 0.1 0.0 0.0
H 0.2 -0.2 -0.2
H -0.4 0.0 0.5
H -0.8 -0.5 0.0
H 0.3 0.1 -0.2
H -0.1 -0.8 0.2
H 0.6 0.3 0.6
C 0.3 -1.2 0.2
C -1.5 1.4 0.5
C 0.6 1.6 -0.1
C -0.2 -0.2 0.4
N -0.2 -0.6 0.1
H 0.1 -0.3 -0.3
H 0.6 -0.3 -0.3
H 0.3 -0.3 0.3
H -0.3 0.1 0.3
H 0.0 -0.7 -0.1
H -0.2 -0.4 0.1
H -0.2 -0.2 0.1
C 0.8 0.1 0.0
C 0.3 -1.6 0.6
C 0.0 1.5 -1.1
C 1.9 -0.7 2.1
N -2.4 0.9 -2.3
H 0.3 0.2 0.5
H -0.3 0.4 -0.2
H 0.1 0.1 -0.2
H -0.4 -1.5 0.6
H -0.7 0.0 0.1
H 0.1 0.7 -0.1
H 0.3 0.1 -0.1
C -1.3 -0.4 1.3
C 0.7 -0.1 -0.7
C -0.4 0.3 0.3
C 0.4 1.7 -0.2
N -0.8 -1.7 0.2
H 0.7 0.9 -0.4
H 0.3 -0.7 0.0
H -0.1 0.4 0.0
H 0.2 -0.2 -0.4
H 0.6 0.1 0.0
H -0.6 -0.3 -0.1
H 0.3 -0.2 -0.1
C -1.0 -0.1 -0.9
C -0.1 -1.8 0.5
C 0.2 0.0 0.3
C 3.2 0.4 -3.8
N -2.5 0.2 3.4
H 0.1 0.4 -0.3
H 0.4 0.1 0.2
H 0.1 -0.1 0.1
H 0.5 1.0 0.3
H -0.1 0.2 -0.1
H 0.2 0.4 -0.1
H 0.1 0.1 -0.5